{
  "formula": "C10H16O",
  "method": "wB97M-V/def2-TZVPD",
  "largest_force_ev_per_a": 1.0,
  "total_energy_ev": -12676.80502,
  "relative_energy_ev": 0.9199,
  "gap_ha": 0.351,
  "symbols": ["C", "C", "C", "C", "C", "O", "C", "C", "H", "H", "H", "H", "H", "H", "H", "H", "C", "C", "C", "H", "H", "H", "H", "H", "H", "H", "H"],
  "xyz": [[-0.2347, 3.4197, 1.6334], [0.1855, 2.3761, 0.6411], [-0.5561, 2.2335, -0.5499], [-0.1112, 1.4447, -1.5748], [1.0528, 0.6990, -1.4416], [1.3673, -0.2521, -2.3839], [1.7574, 0.7663, -0.2662], [1.3082, 1.5908, 0.7722], [-0.4864, 4.3432, 1.1159], [0.5676, 3.6744, 2.3157], [-1.0739, 3.1326, 2.2638], [-1.5118, 2.7226, -0.6553], [-0.7151, 1.2631, -2.4602], [1.4494, 0.1354, -3.2584], [2.6282, 0.1458, -0.0703], [1.8473, 1.5959, 1.7057], [0.5213, -2.4294, 0.5910], [-0.6156, -2.6379, -0.4028], [-1.9495, -2.9426, 0.2949], [0.5070, -1.3823, 0.9034], [1.5070, -2.5007, 0.1146], [0.5045, -3.0978, 1.4527], [-0.6709, -1.7902, -1.0909], [-0.4001, -3.4982, -1.0480], [-1.9663, -3.9611, 0.6621], [-2.1281, -2.2455, 1.1209], [-2.7838, -2.8055, -0.3850]]
}